ORCA calculation (ωB97M-V/def2-TZVPD) on C3H2ClIN2 in the gas phase in a non-equilibrium geometry.

The geometry in XYZ format:
```
9
Properties=species:S:1:pos:R:3:nbo_charge:R:1
C -0.3422 -1.0930 -0.1641 -0.191
C 0.9360 -1.0319 0.0459 -0.302
C 0.3840 1.4798 0.0311 0.132
N -0.8292 1.2414 0.1430 -0.259
N -1.2929 -0.0096 0.0690 -0.423
Cl 1.3854 2.7839 0.0751 0.111
I 3.0044 -1.0982 0.0878 0.312
H -0.9790 -1.9435 -0.0833 0.211
H -2.2665 -0.3290 -0.2046 0.409
```

* orbital gap (alpha / beta): 7.80 / 7.85 eV
* E_tot: -982.69510 a.u.
* lowest unoccupied orbital energy (alpha / beta): -0.2 / -0.1 eV
* net charge: 0
* HOMO energy (alpha / beta): -7.983 / -7.994 eV
* ΔE to the lowest compared entry with this formula, charge and spin: 5.060 eV

***

ORCA calculation (ωB97M-V/def2-TZVPD) on C3H2ClIO in the gas phase in a non-equilibrium geometry.

The geometry in XYZ format:
```
8
Properties=species:S:1:pos:R:3:nbo_charge:R:1
C -0.2034 1.1539 0.6668 -0.280
C 0.0607 0.4075 -0.3857 -0.237
C 0.0860 -1.0737 -0.2566 0.183
O -0.6107 -1.5655 1.1587 -0.619
Cl 0.3133 0.8544 -2.0112 0.039
I 1.0112 -2.5237 -1.2752 0.389
H -0.1329 2.2593 0.5765 0.230
H -0.5243 0.4877 1.5267 0.294
```

* orbital gap (alpha / beta): 8.05 / 7.97 eV
* E_tot: -948.46708 a.u.
* lowest unoccupied orbital energy (alpha / beta): -1.7 / -1.7 eV
* structure (SMILES): C=C(Cl)C(=O)I
* net charge: 0
* HOMO energy (alpha / beta): -9.739 / -9.657 eV
* ΔE to the lowest compared entry with this formula, charge and spin: 3.936 eV

***

ORCA calculation (ωB97M-V/def2-TZVPD) on a molecular structure, C3H2ClNO2 in a non-equilibrium geometry.

The geometry in XYZ format:
```
9
Properties=species:S:1:pos:R:3:nbo_charge:R:1
C -3.0811 -0.5749 0.2098 0.389
C -2.6943 -1.3662 -0.8550 0.642
C -1.4167 1.2176 0.0820 0.260
N -2.3970 0.5461 -0.2003 -0.469
O -3.8081 -0.6635 1.1760 -0.533
O -2.0920 -1.8679 -1.7371 -0.370
Cl -1.0503 2.8080 -0.3058 0.085
H -1.8702 2.2962 2.2638 -0.010
H -1.9717 3.0767 2.1656 0.006
```

* orbital gap (alpha / beta): 7.19 / 7.76 eV
* E_tot: -780.74208 a.u.
* lowest unoccupied orbital energy (alpha / beta): -1.4 / -1.1 eV
* net charge: 0
* HOMO energy (alpha / beta): -8.591 / -8.894 eV
* ΔE to the lowest compared entry with this formula, charge and spin: 5.691 eV

***

ORCA calculation (ωB97M-V/def2-TZVPD) on 2 unconnected molecules or ions with the total composition C3H2ClNS in a non-equilibrium geometry.

The geometry in XYZ format:
```
8
Properties=species:S:1:pos:R:3:mulliken_spin:R:1
C -0.1535 0.5715 1.8298 0.004
C -0.3267 0.1226 -1.2512 0.360
C 0.5626 -0.7955 -1.2253 0.567
N 0.2652 1.6484 1.7450 0.001
S 1.7310 -1.7681 -0.8505 0.883
Cl -0.6495 -0.9450 2.1018 0.003
H -0.1008 1.1385 -0.7433 0.111
H -1.3283 0.0277 -1.6063 0.071
```

* orbital gap (alpha / beta): 6.94 / 7.94 eV
* E_tot: -1028.47214 a.u.
* lowest unoccupied orbital energy (alpha / beta): 0.4 / -2.6 eV
* multiplicity: 3
* net charge: 0
* HOMO energy (alpha / beta): -6.556 / -10.516 eV
* ΔE to the lowest compared entry with this formula, charge and spin: 0.682 eV